Entry 1:
The following is a quantum chemistry calculation of an isolated molecule of C3H5NOS, from OMol25.

The energy is -17561.3563 eV. The LUMO energy is -0.9 eV. The molar mass is 103.146 g mol⁻¹. The HOMO-LUMO gap is 7.9 eV. The SMILES is CS/N=C/C=O. Its spin multiplicity is 1. The total charge is 0.

Geometry as XYZ:
```
11
C3H5NOS (ωB97M-V with the def2-TZVPD basis set)
C 2.549 0.264 0.055
C -1.390 -0.490 -0.233
C -2.620 0.228 -0.124
H 2.496 0.793 1.117
H 3.502 -0.300 0.090
H 2.218 1.188 -0.402
H -1.614 -1.613 -0.138
H -2.362 1.281 -0.611
N -0.204 0.109 0.022
O -3.626 -0.498 0.268
S 1.052 -0.962 -0.044
```

Entry 2:
The following is a quantum chemistry calculation of an isolated molecule of C3H5NOS, from OMol25.

The energy is -17561.8652 eV. The LUMO energy is 0.7 eV. The molar mass is 103.146 g mol⁻¹. The HOMO-LUMO gap is 9.4 eV. The SMILES is C=CO/C=N\S. Its spin multiplicity is 1. The total charge is 0.

Geometry as XYZ:
```
11
C3H5NOS (ωB97M-V with the def2-TZVPD basis set)
C 1.070 1.003 0.079
C -1.048 0.233 0.019
C -1.890 -0.804 -0.126
H 1.769 -1.360 0.667
H 0.625 2.044 -0.052
H -1.342 1.319 0.016
H -1.665 -1.843 -0.022
H -3.014 -0.754 -0.404
N 2.359 0.924 -0.174
O 0.213 -0.010 0.062
S 2.922 -0.752 -0.065
```

Entry 3:
The following is a quantum chemistry calculation of an isolated molecule of C3H5NOS, from OMol25.

The energy is -17560.5618 eV. The LUMO energy is 0.4 eV. The molar mass is 103.146 g mol⁻¹. The HOMO-LUMO gap is 8.7 eV. The SMILES is C=CS/C=N\O. Its spin multiplicity is 1. The total charge is 0.

Geometry as XYZ:
```
11
C3H5NOS (ωB97M-V with the def2-TZVPD basis set)
C -0.858 0.801 0.165
C 1.823 0.396 -0.107
C 3.077 -0.194 0.109
H -3.515 -0.784 0.445
H -0.444 1.854 0.015
H 1.775 1.550 -0.373
H 3.982 0.309 0.136
H 3.136 -1.268 -0.061
N -2.157 0.620 -0.036
O -2.486 -0.665 -0.074
S 0.363 -0.418 -0.020
```

Entry 4:
The following is a quantum chemistry calculation of an isolated molecule of C3H5NOS, from OMol25.

The energy is -17560.9870 eV. The LUMO energy is 0.4 eV. The molar mass is 103.146 g mol⁻¹. The HOMO-LUMO gap is 8.9 eV. The SMILES is S=C1CCON1. Its spin multiplicity is 1. The total charge is 0.

Geometry as XYZ:
```
11
C3H5NOS (ωB97M-V with the def2-TZVPD basis set)
C -0.816 -0.718 -0.406
C 0.687 -0.418 -0.482
C 0.879 0.677 0.525
H 0.741 -0.221 -1.498
H 1.277 -1.322 -0.173
H 1.624 1.514 0.452
H 1.032 0.215 1.421
H -2.307 0.514 0.550
N -1.212 0.441 -0.032
O -0.299 1.486 0.560
S -1.607 -2.167 -0.919
```

Entry 5:
The following is a quantum chemistry calculation of an isolated molecule of C3H5NOS, from OMol25.

The energy is -17559.3321 eV. The LUMO energy (alpha / beta) is -0.2 / -2.9 eV. The molar mass is 103.146 g mol⁻¹. The HOMO-LUMO gap (alpha / beta) is 6.2 / 7.0 eV. Its spin multiplicity is 3. The total charge is 0.

Geometry as XYZ:
```
11
C3H5NOS (ωB97M-V with the def2-TZVPD basis set)
C 1.099 -0.150 -0.343
C -1.328 0.179 -0.024
C -0.107 -0.100 0.530
N 2.226 -0.418 0.359
O 1.103 0.021 -1.540
S -3.473 0.478 0.279
H -1.324 0.339 -1.090
H -3.570 0.924 -0.964
H 0.027 -0.290 1.581
H 2.251 -0.514 1.359
H 3.095 -0.469 -0.146
```

Entry 6:
The following is a quantum chemistry calculation of an isolated molecule of C3H5NOS2, from OMol25.

The energy is -28395.8987 eV. The LUMO energy is -0.5 eV. The molar mass is 135.213 g mol⁻¹. The HOMO-LUMO gap is 8.6 eV. The SMILES is C=NSC(=O)CS. Its spin multiplicity is 1. The total charge is 0.

Geometry as XYZ:
```
12
C3H5NOS2 (ωB97M-V with the def2-TZVPD basis set)
C 1.211 -1.076 -1.257
C 0.262 -0.489 -0.100
C -1.780 0.750 1.987
H 1.697 1.176 -1.924
H 0.530 -2.133 -1.488
H 2.375 -1.184 -0.868
H -2.477 1.380 2.561
H -2.187 -0.107 1.608
N -0.692 1.561 1.471
O -0.880 -1.040 -0.243
S 1.203 0.109 -2.642
S 0.737 1.055 0.893
```

Entry 7:
The following is a quantum chemistry calculation of an isolated molecule of C3H5NOS2, from OMol25.

The energy is -28398.1200 eV. The LUMO energy is -0.6 eV. The molar mass is 135.213 g mol⁻¹. The HOMO-LUMO gap is 8.6 eV. The SMILES is CSN(C=O)C=S. Its spin multiplicity is 1. The total charge is 0.

Geometry as XYZ:
```
12
C3H5NOS2 (ωB97M-V with the def2-TZVPD basis set)
C 0.754 1.655 0.407
C -1.232 -0.999 0.655
C 0.151 -1.022 -1.255
H -0.455 1.841 0.477
H 1.102 2.119 -0.519
H 1.395 2.162 1.247
H -1.953 -1.428 -0.130
H 1.135 -0.670 -1.403
N -0.007 -0.997 0.134
O -1.443 -0.735 1.853
S 1.210 -0.040 0.881
S -0.656 -1.886 -2.346
```

Entry 8:
The following is a quantum chemistry calculation of an isolated molecule of C3H5NS, from OMol25.

The energy is -15514.0541 eV. The LUMO energy is 0.8 eV. The molar mass is 87.147 g mol⁻¹. The HOMO-LUMO gap is 9.5 eV. The SMILES is C#CCNS. Its spin multiplicity is 1. The total charge is 0.

Geometry as XYZ:
```
10
C3H5NS (ωB97M-V with the def2-TZVPD basis set)
C 0.232 1.635 1.137
C 0.341 0.478 0.808
C 0.152 -0.901 0.544
N -0.367 -1.230 -0.983
S 0.209 -0.434 -2.316
H 0.039 2.675 1.462
H -0.655 -1.372 1.144
H 1.132 -1.472 0.589
H -1.338 -1.230 -0.898
H 0.315 0.862 -1.756
```

Entry 9:
The following is a quantum chemistry calculation of a cluster of 2 separate species, C3H5NS in total, from OMol25.

The energy is -15512.2602 eV. The LUMO energy (alpha / beta) is -0.6 / -0.9 eV. The molar mass is 87.147 g mol⁻¹. The HOMO-LUMO gap (alpha / beta) is 7.8 / 6.7 eV. Its spin multiplicity is 1. The total charge is 0.

Geometry as XYZ:
```
10
C3H5NS (ωB97M-V with the def2-TZVPD basis set)
C 0.209 -0.224 0.172
C -0.719 0.089 -2.543
C 0.501 -0.121 1.660
N -0.143 -1.150 -0.547
S -0.717 1.578 -2.145
H 0.336 0.880 -0.079
H -1.096 -0.784 -2.960
H 1.166 0.590 1.956
H -0.345 0.073 2.199
H 0.809 -0.933 2.287
```

Entry 10:
The following is a quantum chemistry calculation of an isolated molecule of C3H5NS, from OMol25.

The energy is -15513.9659 eV. The LUMO energy is -0.8 eV. The molar mass is 87.147 g mol⁻¹. The HOMO-LUMO gap is 7.3 eV. Its spin multiplicity is 1. The total charge is 0.

Geometry as XYZ:
```
10
C3H5NS (ωB97M-V with the def2-TZVPD basis set)
C -1.508 -0.138 -0.088
C -0.363 0.886 -0.005
C 0.739 -0.097 0.009
N -0.887 -1.292 0.016
S -3.118 0.156 0.097
H -0.580 1.498 -0.886
H -0.129 1.239 1.007
H 1.340 -0.315 -0.824
H 1.099 -0.506 0.910
H -1.502 -2.115 0.000
```